Below is an isolated ion of composition C24H27N2O and charge +1 at a distorted geometry, with properties calculated with ωB97M-V with the def2-TZVPD basis set.

Structure (XYZ):
```
54
C24H27N2O | the Open Molecules 2025 dataset | ωB97M-V with the def2-TZVPD basis set
C -1.398 2.010 -2.127
C -1.881 1.374 -0.836
O -2.930 1.737 -0.293
N -1.024 0.361 -0.394
C -1.237 -0.448 0.740
C -0.750 -1.814 0.582
C 0.931 -1.660 0.440
C 1.186 -3.152 0.623
N 1.657 -1.122 -0.679
C 2.241 0.152 -0.779
C 2.466 1.075 0.241
C 2.771 2.404 -0.104
C 2.862 2.778 -1.465
C 2.681 1.837 -2.479
C 2.331 0.533 -2.117
C 1.894 -0.596 -2.894
C 1.612 -0.727 -4.251
C 0.936 -1.864 -4.698
C 0.616 -2.908 -3.808
C 0.940 -2.787 -2.443
C 1.579 -1.639 -1.993
C -1.681 0.109 1.972
C -2.291 -0.633 2.955
C -2.531 -0.153 4.330
C -2.562 1.390 4.462
C -1.453 2.042 3.658
C -1.427 1.572 2.179
H -0.295 1.998 -2.251
H -1.867 1.489 -2.982
H -1.737 3.063 -2.123
H -0.484 -0.092 -1.136
H -1.074 -2.534 1.357
H -0.889 -2.195 -0.477
H 0.974 -1.018 1.278
H 1.427 -3.391 1.663
H 0.172 -3.542 0.448
H 1.874 -3.742 -0.006
H 2.399 0.744 1.265
H 2.968 3.164 0.670
H 3.108 3.822 -1.718
H 2.854 2.062 -3.535
H 1.960 0.049 -4.940
H 0.659 -1.986 -5.746
H 0.126 -3.819 -4.178
H 0.688 -3.576 -1.738
H -2.518 -1.683 2.753
H -3.476 -0.591 4.666
H -1.751 -0.527 5.016
H -3.544 1.750 4.141
H -2.458 1.644 5.518
H -1.580 3.135 3.679
H -0.482 1.824 4.137
H -0.425 1.884 1.784
H -2.165 2.196 1.633
```

Summary:
E_LUMO = -5.1 eV
gap between HOMO and LUMO = 5.98 eV
charge = +1
M = 359.493 g mol⁻¹
ΔE to the lowest compared entry with this formula, charge and spin = 45.2 kcal per mole
SMILES = CC(=O)/[NH+]=C(/C[C@@H](C)n1c2ccccc2c2ccccc21)C1=CCCCC1
calculated total energy = -1115.2086 hartree
highest occupied orbital energy = -11.1 eV



Below is a 2-piece molecular cluster, C29H36N5O overall at a distorted geometry, with properties calculated with ωB97M-V with the def2-TZVPD basis set.

Structure (XYZ):
```
71
C29H36N5O | the Open Molecules 2025 dataset | ωB97M-V with the def2-TZVPD basis set
C 3.028 2.780 3.018
N 2.367 1.876 2.116
C 3.078 1.132 1.213
O 4.292 1.178 1.007
C 2.094 0.189 0.529
C 2.496 -1.282 0.704
C 2.588 -1.639 2.167
C 3.741 -1.314 2.890
C 3.823 -1.592 4.255
C 2.763 -2.232 4.902
C 1.623 -2.583 4.177
C 1.539 -2.297 2.813
N 0.835 0.520 1.162
C -0.310 -0.075 0.801
C -1.525 0.111 1.458
C -2.722 -0.435 1.025
C -3.960 -0.298 1.734
C -5.034 -1.197 1.486
C -6.189 -1.185 2.260
C -6.324 -0.258 3.309
C -5.309 0.688 3.530
C -4.159 0.689 2.748
C 0.971 1.517 2.249
C 0.677 0.934 3.656
C 0.205 2.119 4.489
C -0.152 3.270 3.522
C 0.075 2.775 2.098
H 4.050 2.924 2.658
H 2.507 3.743 3.039
H 3.065 2.375 4.041
H 2.057 0.453 -0.544
H 1.772 -1.920 0.184
H 3.479 -1.395 0.227
H 4.574 -0.837 2.371
H 4.726 -1.311 4.797
H 2.836 -2.465 5.967
H 0.787 -3.090 4.665
H 0.654 -2.578 2.233
H -0.240 -0.748 -0.069
H -1.486 0.706 2.376
H -2.697 -1.083 0.114
H -4.899 -1.930 0.687
H -6.978 -1.911 2.053
H -7.221 -0.273 3.936
H -5.417 1.422 4.330
H -3.377 1.439 2.903
H -0.093 0.159 3.572
H 1.586 0.456 4.043
H -0.666 1.838 5.094
H 1.002 2.432 5.177
H -1.193 3.583 3.669
H 0.485 4.140 3.731
H 0.587 3.509 1.463
H -0.867 2.495 1.619
C -3.567 -3.234 -1.117
C -3.231 -4.121 -2.318
N -2.225 -3.327 -2.975
C -1.348 -3.554 -4.099
C -0.505 -2.275 -4.101
N -0.918 -1.570 -2.900
C -1.933 -2.214 -2.261
N -2.656 -2.080 -1.162
H -4.618 -2.899 -1.173
H -3.419 -3.802 -0.183
H -2.825 -5.090 -1.998
H -4.086 -4.289 -2.981
H -0.723 -4.448 -3.950
H -1.928 -3.688 -5.022
H 0.565 -2.485 -4.082
H -0.739 -1.693 -4.995
H -0.480 -0.739 -2.540
```

Summary:
E_LUMO = -4.1 eV
gap between HOMO and LUMO = 6.78 eV
charge = +1
M = 470.641 g mol⁻¹
ΔE to the lowest compared entry with this formula, charge and spin = 5.0 kcal per mole
calculated total energy = -1475.4603 hartree
highest occupied orbital energy = -10.9 eV



Below is a 2-piece molecular cluster, C21H35FN3O3 overall at a distorted geometry, with properties calculated with ωB97M-V with the def2-TZVPD basis set.

Structure (XYZ):
```
63
C21H35FN3O3 | the Open Molecules 2025 dataset | ωB97M-V with the def2-TZVPD basis set
C -1.301 -7.114 1.278
C -1.377 -6.291 0.029
O -0.753 -6.552 -0.965
O -2.210 -5.213 0.088
C -1.605 -4.000 -0.422
C -2.082 -2.855 0.457
C -1.176 -1.593 0.457
C 0.079 -1.655 -0.416
C 1.332 -2.278 0.272
C 0.947 -3.206 1.350
N 0.625 -4.060 2.047
C 2.167 -1.104 0.900
C 2.946 -1.513 2.075
N 3.625 -1.900 2.914
C 2.186 -3.012 -0.785
C 3.344 -3.846 -0.276
F 4.445 -3.019 -0.062
H -1.985 -6.763 2.046
H -1.557 -8.146 1.036
H -0.283 -7.105 1.661
H -1.957 -3.883 -1.448
H -0.529 -4.141 -0.402
H -2.235 -3.214 1.473
H -3.068 -2.557 0.098
H -0.891 -1.353 1.486
H -1.774 -0.744 0.120
H -0.096 -2.126 -1.382
H 0.375 -0.625 -0.636
H 2.863 -0.724 0.155
H 1.477 -0.328 1.240
H 2.622 -2.249 -1.436
H 1.544 -3.625 -1.420
H 3.123 -4.382 0.648
H 3.631 -4.579 -1.031
C 1.182 5.151 0.444
C 0.903 4.055 -0.613
C 0.308 4.647 -1.907
C -1.139 5.114 -1.790
C -2.038 4.012 -1.243
C -1.564 3.448 0.109
N -0.113 3.045 -0.110
O 0.040 1.939 -0.529
C -1.713 4.493 1.224
C -2.384 2.231 0.514
C 2.221 3.351 -0.918
H 0.905 4.837 1.449
H 2.246 5.369 0.477
H 0.664 6.082 0.225
H 0.378 3.893 -2.697
H 0.957 5.473 -2.197
H -1.205 6.009 -1.168
H -1.494 5.407 -2.779
H -3.053 4.379 -1.092
H -2.098 3.194 -1.967
H -1.277 4.139 2.159
H -2.774 4.660 1.397
H -1.276 5.457 0.985
H -2.428 1.476 -0.270
H -3.401 2.556 0.717
H -1.988 1.768 1.419
H 2.616 2.847 -0.035
H 2.940 4.104 -1.231
H 2.132 2.624 -1.724
```

Summary:
E_LUMO = -6.7 eV
gap between HOMO and LUMO = 5.19 eV
charge = +1
M = 396.527 g mol⁻¹
calculated total energy = -1310.6770 hartree
highest occupied orbital energy = -11.9 eV



Below is C55H69GeN3O7PPbSeTe as an isolated structure, with properties calculated with ωB97M-V with the def2-TZVPD basis set.

Structure (XYZ):
```
139
C55H69GeN3O7PPbSeTe | the Open Molecules 2025 dataset | ωB97M-V with the def2-TZVPD basis set
Pb -1.192 0.139 0.032
C 4.273 -5.952 -0.210
C 3.790 -5.164 -1.436
C 5.008 -4.682 -2.237
C 2.982 -6.109 -2.325
C 2.963 -3.964 -0.981
C 1.643 -3.770 -1.338
C 0.941 -2.655 -0.893
Se -0.836 -2.387 -1.561
C -0.386 -1.383 -3.138
C -0.102 -2.107 -4.292
C 0.275 -1.472 -5.459
C 0.335 -0.073 -5.420
C 0.061 0.684 -4.299
C -0.298 0.021 -3.083
O -0.532 0.732 -2.020
C 0.129 2.212 -4.313
C -1.251 2.785 -3.957
C 1.174 2.705 -3.302
C 0.521 2.771 -5.685
C 0.625 -2.213 -6.746
C -0.336 -1.792 -7.866
C 0.528 -3.729 -6.577
C 2.062 -1.871 -7.162
C 1.506 -1.687 -0.043
O 0.854 -0.662 0.430
C 2.884 -1.862 0.295
C 3.546 -2.981 -0.171
C 3.587 -0.803 1.147
C 2.950 -0.743 2.542
C 5.078 -1.103 1.335
C 3.475 0.570 0.466
H 4.864 -6.818 -0.518
H 3.423 -6.303 0.377
H 4.892 -5.333 0.440
H 5.616 -5.532 -2.557
H 5.639 -4.020 -1.643
H 4.688 -4.131 -3.122
H 3.612 -6.944 -2.640
H 2.622 -5.604 -3.222
H 2.121 -6.519 -1.795
H 1.127 -4.470 -1.981
H -0.180 -3.185 -4.242
H 0.619 0.441 -6.328
H -1.574 2.445 -2.976
H -1.990 2.467 -4.698
H -1.212 3.878 -3.960
H 0.934 2.378 -2.294
H 1.217 3.797 -3.318
H 2.163 2.322 -3.565
H -0.196 2.496 -6.460
H 1.512 2.435 -5.994
H 0.545 3.861 -5.626
H -1.365 -2.033 -7.597
H -0.091 -2.309 -8.798
H -0.281 -0.719 -8.052
H -0.487 -4.040 -6.324
H 1.199 -4.086 -5.795
H 0.807 -4.221 -7.511
H 2.178 -0.805 -7.355
H 2.337 -2.411 -8.071
H 2.763 -2.145 -6.372
H 4.583 -3.110 0.104
H 3.007 -1.714 3.038
H 1.902 -0.456 2.480
H 3.483 -0.012 3.157
H 5.242 -2.036 1.877
H 5.527 -0.299 1.920
H 5.605 -1.157 0.381
H 2.437 0.881 0.366
H 3.924 0.541 -0.530
H 4.011 1.318 1.058
C -4.090 5.795 -2.979
C -4.731 4.822 -2.019
O -3.967 3.608 -2.065
P -4.431 2.252 -1.403
O -3.486 1.170 -1.664
Te -4.801 2.742 0.980
O -5.929 1.981 -1.862
C -6.133 1.105 -3.001
C -5.946 1.861 -4.296
H -4.601 6.757 -2.923
H -4.147 5.426 -4.002
H -3.042 5.941 -2.723
H -5.767 4.602 -2.292
H -4.716 5.205 -0.995
H -7.150 0.733 -2.884
H -5.435 0.272 -2.923
H -6.604 2.729 -4.339
H -6.184 1.205 -5.134
H -4.913 2.190 -4.409
N -0.232 6.738 3.114
C -0.972 6.198 2.414
N -1.846 5.702 1.577
C -2.456 4.659 1.376
N -3.053 3.715 0.974
O -0.110 2.126 1.044
C 0.008 1.763 2.243
O -0.679 0.856 2.773
C 0.983 2.525 3.124
C 1.120 1.944 4.511
Ge -0.292 0.747 5.154
C 0.242 0.855 7.089
C 1.517 0.430 7.476
C 1.996 0.625 8.763
C 1.205 1.268 9.706
C -0.056 1.712 9.344
C -0.524 1.510 8.051
C -0.267 -1.197 4.797
C 0.000 -2.093 5.833
C -0.023 -3.468 5.628
C -0.320 -3.979 4.375
C -0.605 -3.104 3.336
C -0.584 -1.735 3.548
C -2.170 1.323 5.215
C -3.061 0.558 5.965
C -4.405 0.895 6.050
C -4.879 2.023 5.397
C -4.002 2.803 4.656
C -2.665 2.445 4.556
H 0.634 3.558 3.171
H 1.936 2.561 2.592
H 1.200 2.729 5.265
H 2.026 1.341 4.603
H 2.156 -0.071 6.755
H 2.987 0.279 9.031
H 1.574 1.426 10.712
H -0.678 2.224 10.069
H -1.512 1.874 7.792
H 0.225 -1.724 6.823
H 0.194 -4.137 6.452
H -0.329 -5.049 4.208
H -0.832 -3.488 2.349
H -0.795 -1.065 2.721
H -2.701 -0.323 6.487
H -5.082 0.281 6.631
H -5.924 2.297 5.469
H -4.365 3.699 4.162
H -1.991 3.051 3.965
```

Summary:
E_LUMO = 1.0 eV
gap between HOMO and LUMO = 5.84 eV
charge = -1
M = 1401.515 g mol⁻¹
ΔE to the lowest compared entry with this formula, charge and spin = 14.1 kcal per mole
calculated total energy = -8108.9561 hartree
highest occupied orbital energy = -4.8 eV



Below is a 8-piece molecular cluster, C17H42BrN5O11 overall at a distorted geometry, with properties calculated with ωB97M-V with the def2-TZVPD basis set.

Structure (XYZ):
```
76
C17H42BrN5O11 | the Open Molecules 2025 dataset | ωB97M-V with the def2-TZVPD basis set
C 2.589 0.166 2.900
C 2.275 -1.116 3.583
O 2.741 -1.412 4.680
N 1.589 -2.221 2.804
H 0.857 -2.599 3.388
H 1.050 -1.807 2.056
C 2.663 -3.359 2.415
H 1.607 0.599 2.711
H 3.089 -0.023 1.950
H 2.986 0.945 3.552
H 2.154 -4.319 2.498
H 3.628 -3.338 2.922
H 2.835 -3.166 1.356
C 3.292 -3.304 -1.831
C 2.748 -2.314 -2.825
O 2.389 -2.652 -3.968
N 2.684 -0.854 -2.414
H 2.398 -0.702 -1.457
H 3.619 -0.478 -2.360
C 1.819 0.031 -3.291
H 4.369 -3.139 -1.850
H 3.100 -4.358 -2.031
H 2.852 -3.225 -0.836
H 2.058 -0.199 -4.329
H 2.128 1.070 -3.177
H 0.783 -0.235 -3.078
C -0.199 5.981 -4.717
C 0.031 5.722 -3.274
O 0.748 6.446 -2.567
N -0.892 4.735 -2.597
H -1.170 5.166 -1.727
H -1.741 4.572 -3.119
C -0.233 3.365 -2.313
H 0.506 6.648 -5.214
H -1.172 6.420 -4.935
H -0.192 5.072 -5.319
H 0.123 3.017 -3.283
H -0.937 2.670 -1.856
H 0.676 3.525 -1.733
C -3.512 -0.438 3.041
C -2.723 0.883 3.431
O -2.147 1.002 4.518
N -2.613 1.882 2.280
H -2.531 1.509 1.345
H -3.411 2.497 2.212
C -1.342 2.806 2.280
H -3.092 -1.161 2.342
H -4.520 -0.158 2.738
H -3.677 -0.994 3.964
H -1.332 3.247 1.283
H -0.409 2.313 2.554
H -1.525 3.609 2.994
C -3.979 -3.121 -1.017
C -3.590 -3.447 0.353
O -4.273 -3.472 1.342
N -2.044 -3.575 0.461
H -1.656 -3.651 -0.469
H -1.656 -2.717 0.825
C -1.604 -4.704 1.503
H -3.303 -2.375 -1.435
H -4.903 -2.555 -0.897
H -4.210 -3.990 -1.633
H -1.661 -5.756 1.221
H -2.170 -4.568 2.425
H -0.541 -4.582 1.714
Br -3.420 1.098 -0.842
O 1.506 2.217 0.642
C 2.712 2.535 0.151
O 3.297 3.570 0.376
O 3.233 1.702 -0.545
H 1.538 1.309 0.335
O -0.234 0.233 -0.815
C 0.223 -0.662 0.084
O -0.561 -1.128 0.951
O 1.457 -0.853 0.200
H -1.173 0.167 -0.626
```

Summary:
E_LUMO = -5.3 eV
gap between HOMO and LUMO = 5.84 eV
charge = +2
M = 572.451 g mol⁻¹
ΔE to the lowest compared entry with this formula, charge and spin = 0.0 kcal per mole
calculated total energy = -4347.7482 hartree
highest occupied orbital energy = -11.2 eV



- What is the formula in the third record?
  C21H35FN3O3



- Which of these has the highest E_LUMO?
  C55H69GeN3O7PPbSeTe



- The highest highest occupied orbital energy belongs to which entry?
  C55H69GeN3O7PPbSeTe



- What is the charge in the first record?
  +1